(1)
Density functional theory data (the ωB97M-V functional and the def2-TZVPD basis) for one molecule with the formula C18H24N4O3.

```
! RIJCOSX wB97M-V def2-TZVPD def2/J DEFGRID3
* xyz 0 1
C -6.463 -2.355 0.231
N -6.587 -0.923 0.386
C -6.765 -0.256 -0.884
C -5.605 -0.329 1.263
C -4.129 -0.340 0.800
C -3.721 0.935 0.054
N -2.335 0.881 -0.325
C -1.369 1.593 0.208
C -0.031 1.461 -0.119
C 0.921 2.334 0.538
O 0.648 3.178 1.366
N 2.232 2.141 0.135
C 2.711 1.219 -0.764
O 3.883 1.161 -1.046
N 1.758 0.393 -1.331
C 2.234 -0.696 -2.171
C 2.293 -2.005 -1.367
C 3.086 -1.790 -0.109
C 2.452 -1.377 1.056
C 3.185 -1.083 2.192
C 4.563 -1.203 2.176
C 5.203 -1.623 1.023
C 4.469 -1.912 -0.113
C 0.404 0.459 -1.065
O -0.367 -0.319 -1.625
H -7.371 -2.732 -0.239
H -5.608 -2.661 -0.390
H -6.365 -2.816 1.212
H -7.688 -0.617 -1.337
H -6.861 0.816 -0.718
H -5.945 -0.440 -1.595
H -5.674 -0.869 2.211
H -5.914 0.704 1.450
H -3.484 -0.444 1.674
H -3.955 -1.205 0.159
H -4.326 1.056 -0.848
H -3.876 1.805 0.698
H -2.019 0.171 -0.994
H -1.628 2.347 0.944
H 2.932 2.736 0.562
H 3.229 -0.418 -2.520
H 1.548 -0.801 -3.013
H 1.274 -2.313 -1.125
H 2.753 -2.772 -1.991
H 1.374 -1.282 1.073
H 2.678 -0.754 3.088
H 5.137 -0.968 3.060
H 6.279 -1.718 1.005
H 4.973 -2.226 -1.015
*
```

Values from the calculation:
E: -31160.4249 eV
relative energy (zero: lowest compared OMol25 entry of this formula, charge and spin): 24.5 kcal per mole
gap between HOMO and LUMO: 9.1 eV
SMILES string: CN(C)CCCN/C=C1/C(=O)NC(=O)N(CCc2ccccc2)C1=O
HOMO energy: -0.317 Eh

Charges per atom according to Mulliken partitioning, unit e:
1. C -0.9712
2. N 0.0491
3. C -0.9552
4. C -1.1529
5. C -0.0937
6. C -1.0460
7. N 0.0539
8. C -0.0179
9. C -0.6815
10. C 0.3666
11. O -0.7131
12. N -0.0069
13. C 0.4332
14. O -0.6048
15. N 0.0860
16. C -1.1887
17. C -1.0503
18. C 0.3653
19. C -0.0324
20. C -0.7673
21. C -0.4350
22. C -0.5719
23. C -0.3286
24. C 1.3202
25. O -0.8399
26. H 0.3431
27. H 0.3225
28. H 0.2998
29. H 0.3339
30. H 0.3200
31. H 0.2854
32. H 0.3704
33. H 0.4328
34. H 0.3514
35. H 0.2747
36. H 0.3197
37. H 0.3444
38. H 0.2442
39. H 0.4599
40. H 0.2441
41. H 0.5325
42. H 0.4404
43. H 0.3659
44. H 0.4831
45. H 0.4522
46. H 0.4093
47. H 0.3919
48. H 0.3786
49. H 0.3831

---

(2)
Density functional theory data (the ωB97M-V functional and the def2-TZVPD basis) for one molecule with the formula C3H3N5O.

```
! RIJCOSX wB97M-V def2-TZVPD def2/J DEFGRID3
* xyz 0 1
N 0.795 2.448 -0.503
C 0.426 1.169 -0.408
C 1.147 -0.052 -0.706
N 0.739 -1.295 -0.907
N -0.267 -1.756 -0.236
C -0.561 -0.980 0.913
O -0.198 -1.011 2.043
N -1.450 -0.150 0.257
N -0.980 0.904 -0.349
H 1.644 2.845 -0.924
H -0.112 3.090 -0.785
H 2.122 0.264 -1.269
*
```

Values from the calculation:
E: -12652.7245 eV
relative energy (zero: lowest compared OMol25 entry of this formula, charge and spin): 76.3 kcal per mole
gap between HOMO and LUMO: 8.8 eV
SMILES string: Nc1cnnc(=O)nn1
HOMO energy: -0.342 Eh

Charges per atom according to Mulliken partitioning, unit e:
1. N -0.4615
2. C 0.5394
3. C -0.2470
4. N -0.1607
5. N -0.3698
6. C 0.7866
7. O -0.4734
8. N -0.2844
9. N -0.1873
10. H 0.2762
11. H 0.3233
12. H 0.2584

---

(3)
Density functional theory data (the ωB97M-V functional and the def2-TZVPD basis) for one molecule with the formula C2H4S3.

```
! RIJCOSX wB97M-V def2-TZVPD def2/J DEFGRID3
* xyz 0 1
C 0.694 0.929 0.066
C 0.074 -0.428 0.190
S -2.086 0.039 0.435
S 0.491 -1.857 1.214
S 0.311 -1.775 -0.873
H 0.865 1.576 0.895
H 0.343 1.373 -0.888
H 1.799 0.658 -0.197
H -2.490 -0.515 -0.843
*
```

Values from the calculation:
E: -34642.4610 eV
relative energy (zero: lowest compared OMol25 entry of this formula, charge and spin): 40.7 kcal per mole
gap between HOMO and LUMO: 8.3 eV
SMILES string: CC1(S)SS1
HOMO energy: -0.322 Eh

Charges per atom according to Mulliken partitioning, unit e:
1. C -0.9161
2. C 0.2962
3. S -0.2339
4. S -0.1187
5. S -0.1339
6. H 0.3635
7. H 0.2889
8. H 0.2926
9. H 0.1614

---

(4)
Density functional theory data (the ωB97M-V functional and the def2-TZVPD basis) for an isolated ion of composition C6H8N and charge +1.

```
! RIJCOSX wB97M-V def2-TZVPD def2/J DEFGRID3
* xyz 1 3
C -0.354 2.212 -0.798
C -0.310 1.303 0.287
C 0.692 -1.077 -0.026
C 0.320 -0.479 -1.387
C -0.269 -0.837 1.029
C 0.105 0.981 -1.043
N -0.572 0.599 1.328
H -0.579 3.304 -1.079
H 0.921 -2.108 -0.123
H 1.693 -0.598 0.338
H 1.070 -0.663 -2.152
H -0.667 -0.979 -1.646
H -1.313 -1.353 0.996
H 0.075 -1.139 1.959
H -0.812 0.835 2.317
*
```

Values from the calculation:
E: -7826.6662 eV
relative energy (zero: lowest compared OMol25 entry of this formula, charge and spin): 76.9 kcal per mole
gap between HOMO and LUMO (alpha / beta): 7.2 / 6.8 eV
HOMO energy (alpha / beta): -0.385 / -0.571 Eh

Charges per atom according to Mulliken partitioning, unit e:
1. C -0.8291
2. C 0.4705
3. C -0.6160
4. C -0.4026
5. C -0.5434
6. C 0.2913
7. N -0.0384
8. H 0.3234
9. H 0.3743
10. H 0.3000
11. H 0.3401
12. H 0.2682
13. H 0.3178
14. H 0.4265
15. H 0.3175

---

(5)
Density functional theory data (the ωB97M-V functional and the def2-TZVPD basis) for C42H52I2NS4Sb2TeZr as an isolated structure.

```
! RIJCOSX wB97M-V def2-TZVPD def2/J DEFGRID3
* xyz 1 1
Zr -1.346 1.137 0.832
S -3.282 1.458 2.518
S -4.115 -0.400 2.899
S -4.450 -1.059 1.019
S -2.522 -0.978 0.267
I -0.950 3.864 2.550
C 1.163 3.941 2.789
I 2.134 2.063 2.657
H 1.361 4.350 3.772
H 1.554 4.569 1.997
C 2.120 -0.281 -0.702
C 2.292 -1.183 0.524
C 1.022 -1.478 1.325
Sb 0.071 -3.354 0.697
C 1.716 -4.554 1.386
C 1.699 -5.891 0.986
C 2.670 -6.783 1.417
C 3.685 -6.351 2.256
C 3.717 -5.027 2.667
C 2.739 -4.138 2.238
C -1.126 -3.718 2.421
C -0.572 -3.764 3.698
C -1.364 -4.055 4.798
C -2.723 -4.297 4.632
C -3.281 -4.259 3.364
C -2.482 -3.975 2.262
Sb 0.254 -0.240 -1.800
C 0.571 -2.019 -2.912
C -0.223 -2.247 -4.033
C -0.023 -3.376 -4.815
C 0.969 -4.285 -4.478
C 1.763 -4.062 -3.362
C 1.566 -2.932 -2.581
C 0.975 1.193 -3.211
C 0.164 2.223 -3.676
C 0.655 3.166 -4.567
C 1.967 3.086 -5.010
C 2.780 2.053 -4.565
C 2.286 1.110 -3.675
H 2.907 -0.490 -1.425
H 2.243 0.763 -0.415
H 3.048 -0.723 1.173
H 2.746 -2.122 0.213
H 0.281 -0.656 1.172
H 1.181 -1.521 2.403
H 0.918 -6.250 0.324
H 2.635 -7.816 1.095
H 4.446 -7.043 2.592
H 4.502 -4.683 3.329
H 2.784 -3.120 2.598
H 0.494 -3.611 3.833
H -0.921 -4.112 5.786
H -3.341 -4.531 5.489
H -4.336 -4.461 3.227
H -2.930 -3.958 1.275
H -1.002 -1.545 -4.310
H -0.643 -3.544 -5.685
H 1.125 -5.166 -5.086
H 2.539 -4.767 -3.095
H 2.201 -2.777 -1.721
H -0.855 2.317 -3.325
H 0.010 3.964 -4.916
H 2.352 3.818 -5.707
H 3.800 1.974 -4.918
H 2.936 0.301 -3.365
C 0.947 -0.630 5.166
Te -0.682 0.352 4.189
C -2.089 -0.263 5.659
H 1.137 -0.128 6.111
H 1.836 -0.572 4.542
H 0.688 -1.672 5.334
H -2.078 -1.345 5.739
H -3.077 0.084 5.374
H -1.794 0.210 6.592
C 2.956 3.427 -0.619
C 1.529 3.841 -0.855
C 1.308 5.067 -1.474
C 0.022 5.522 -1.710
C -0.215 6.867 -2.339
C -1.068 4.713 -1.402
C -0.902 3.432 -0.878
C 0.416 3.073 -0.535
N -1.933 2.480 -0.632
C -3.248 2.454 -1.423
C -3.525 3.619 -2.386
C -4.422 2.408 -0.452
C -3.269 1.202 -2.313
H 3.500 3.465 -1.563
H 3.060 2.426 -0.214
H 3.451 4.114 0.071
H 2.158 5.676 -1.759
H 0.666 7.501 -2.268
H -1.050 7.382 -1.864
H -0.460 6.755 -3.398
H -2.041 5.133 -1.563
H 0.619 2.115 -0.030
H -3.789 4.545 -1.877
H -4.405 3.324 -2.957
H -2.723 3.795 -3.101
H -4.333 3.184 0.308
H -4.507 1.448 0.052
H -5.347 2.575 -1.006
H -2.588 1.296 -3.160
H -4.274 1.083 -2.721
H -3.028 0.294 -1.766
*
```

Values from the calculation:
E: -127073.1469 eV
relative energy (zero: lowest compared OMol25 entry of this formula, charge and spin): 13.3 kcal per mole
gap between HOMO and LUMO: 6.3 eV
HOMO energy: -0.370 Eh

Here are the Mulliken charges for atoms 1 to 99, given in e:
1. Zr -1.3693
2. S -0.3384
3. S 0.0568
4. S -0.0820
5. S -0.5393
6. I 0.3045
7. C -0.8534
8. I 0.1723
9. H 0.5776
10. H 0.3865
11. C 0.3958
12. C -1.1138
13. C 2.1003
14. Sb 1.2319
15. C 0.7304
16. C -1.0879
17. C -0.6337
18. C -0.4786
19. C -0.7840
20. C 0.0578
21. C 0.2753
22. C -0.3036
23. C -0.7388
24. C -0.3837
25. C -0.6661
26. C -0.8196
27. Sb 0.6212
28. C 0.6720
29. C -0.5822
30. C -0.6824
31. C -0.5933
32. C -0.7854
33. C -0.1474
34. C 0.7840
35. C 0.0319
36. C -0.5580
37. C -0.6612
38. C -0.8499
39. C -0.5637
40. H 0.7783
41. H -1.3107
42. H 0.3754
43. H 0.6776
44. H -2.5876
45. H 0.2447
46. H 0.3861
47. H 0.4062
48. H 0.3964
49. H 0.4173
50. H 0.2458
51. H 0.4087
52. H 0.4347
53. H 0.4201
54. H 0.4490
55. H 0.4927
56. H 0.3971
57. H 0.4193
58. H 0.3978
59. H 0.4563
60. H 0.2420
61. H -0.0514
62. H 0.4976
63. H 0.4153
64. H 0.4539
65. H 0.3456
66. C -1.1224
67. Te 0.6089
68. C -0.9544
69. H 0.4597
70. H 0.2811
71. H 0.2412
72. H 0.1727
73. H 0.3453
74. H 0.3980
75. C -1.7360
76. C 0.7230
77. C -1.0207
78. C 0.6383
79. C -1.6567
80. C -0.3531
81. C 0.3138
82. C 1.5181
83. N 1.8323
84. C 1.6319
85. C -2.3113
86. C -1.3671
87. C -1.0360
88. H 0.4438
89. H -0.0078
90. H 0.4415
91. H 0.4385
92. H 0.4289
93. H 0.3880
94. H 0.2661
95. H 0.5318
96. H -1.2537
97. H 0.4052
98. H 0.5876
99. H 0.3885

---

(6)
Density functional theory data (the ωB97M-V functional and the def2-TZVPD basis) for C2F5NO4PrS2 as an isolated structure.

```
! RIJCOSX wB97M-V def2-TZVPD def2/J DEFGRID3
* xyz 1 3
Pr -2.183 -1.040 -1.766
F 0.057 -1.990 -2.786
N 0.527 -0.208 1.342
S -0.491 -1.416 0.911
O -0.451 -2.451 1.932
O -1.865 -0.862 0.631
C 0.049 -1.764 -0.874
F 0.521 -3.033 -0.753
S 0.966 0.751 0.186
O 0.269 0.200 -1.111
O 2.387 0.997 0.063
C 0.182 2.418 0.493
F -1.116 2.353 0.314
F 0.434 2.747 1.743
F 0.716 3.298 -0.326
*
```

Values from the calculation:
E: -61066.3436 eV
gap between HOMO and LUMO (alpha / beta): 6.4 / 7.2 eV
HOMO energy (alpha / beta): -0.486 / -0.500 Eh

Charges per atom according to Mulliken partitioning, unit e:
1. Pr 1.7716
2. F -0.5535
3. N -0.4486
4. S 1.1042
5. O -0.5115
6. O -0.6189
7. C 0.2474
8. F -0.1572
9. S 1.1334
10. O -0.5397
11. O -0.5300
12. C 0.6776
13. F -0.2075
14. F -0.1926
15. F -0.1748